Entry 1:
{"formula": "C22H29FN4O", "method": "ωB97M-V with the def2-TZVPD basis set", "e_above_lowest_kcal_mol": 3.9, "homo_energy_ev": -7.17, "species": ["C", "C", "N", "C", "C", "C", "C", "C", "C", "N", "C", "O", "C", "N", "C", "C", "N", "C", "C", "C", "C", "C", "C", "F", "C", "C", "C", "C", "H", "H", "H", "H", "H", "H", "H", "H", "H", "H", "H", "H", "H", "H", "H", "H", "H", "H", "H", "H", "H", "H", "H", "H", "H", "H", "H", "H", "H"], "xyz": [[-6.80395, -2.46352, 0.18444], [-6.87740, -1.10967, 0.89688], [-6.35544, -0.00494, 0.12774], [-7.24278, 0.60259, -0.83921], [-6.97171, 0.16549, -2.28105], [-5.00838, 0.28622, 0.12459], [-4.07058, -0.51231, 0.79477], [-2.72768, -0.19813, 0.82343], [-2.25265, 0.93314, 0.17217], [-0.89807, 1.30579, 0.15148], [0.17407, 0.66908, 0.69318], [0.12226, -0.37245, 1.30671], [1.46805, 1.44405, 0.42445], [2.63273, 0.78829, 0.96835], [3.79705, 1.65533, 0.98255], [4.93935, 0.93366, 1.70108], [5.26402, -0.32425, 1.06930], [6.27629, -0.46972, 0.14592], [6.73899, -1.75757, -0.17540], [7.78275, -1.97339, -1.04887], [8.43914, -0.90839, -1.64365], [8.02232, 0.37473, -1.34534], [6.96620, 0.57895, -0.48032], [6.60591, 1.88023, -0.28125], [4.08828, -1.16753, 1.01937], [2.94819, -0.45358, 0.28786], [-3.16738, 1.73797, -0.49863], [-4.50941, 1.42522, -0.52511], [-7.46286, -2.47860, -0.67998], [-5.78963, -2.66251, -0.15148], [-7.11068, -3.25608, 0.86252], [-6.33746, -1.15986, 1.84550], [-7.92282, -0.88771, 1.13495], [-8.26526, 0.32945, -0.56891], [-7.17252, 1.69362, -0.76784], [-7.12259, -0.90466, -2.39301], [-7.64608, 0.68421, -2.95805], [-5.94740, 0.39513, -2.56236], [-4.37722, -1.40888, 1.30675], [-2.03887, -0.83802, 1.34807], [-0.71917, 2.16989, -0.34175], [1.37442, 2.42199, 0.90852], [1.55410, 1.61265, -0.66926], [3.55211, 2.57135, 1.52532], [4.11426, 1.93052, -0.03890], [5.81859, 1.57055, 1.76772], [4.60441, 0.70029, 2.71819], [6.27318, -2.60728, 0.29838], [8.09557, -2.98557, -1.25782], [9.25911, -1.07132, -2.32449], [8.49526, 1.23820, -1.78752], [4.30433, -2.10533, 0.51192], [3.76916, -1.37837, 2.04431], [2.06334, -1.08895, 0.29969], [3.24841, -0.27129, -0.76343], [-2.82405, 2.62763, -1.01043], [-5.16979, 2.09362, -1.05206]], "forces_ev_per_a": [[-0.01, 0.23, 0.17], [0.04, -0.24, 0.00], [-0.36, 0.00, 0.10], [0.09, 0.06, -0.26], [-0.08, 0.11, 0.22], [0.26, 0.05, 0.09], [-0.23, 0.05, -0.08], [0.23, 0.05, 0.02], [-0.29, -0.15, 0.05], [-0.04, 0.35, -0.20], [0.18, 0.33, -0.19], [-0.04, -0.15, 0.14], [0.28, -0.19, 0.10], [-0.22, 0.12, -0.03], [0.16, 0.02, 0.18], [-0.01, 0.43, 0.01], [-0.13, 0.09, 0.33], [0.48, 0.01, -0.24], [-0.02, 0.10, -0.03], [0.02, -0.05, -0.09], [0.01, 0.04, 0.00], [-0.04, -0.05, 0.04], [0.00, 0.00, -0.07], [-0.06, -0.19, 0.03], [-0.32, -0.05, -0.32], [0.02, -0.36, 0.08], [0.17, -0.15, 0.11], [-0.09, -0.01, -0.02], [-0.05, -0.03, -0.10], [0.09, -0.06, -0.05], [-0.04, -0.15, 0.04], [-0.10, 0.02, -0.01], [0.12, 0.02, 0.05], [0.08, 0.08, 0.05], [-0.11, -0.04, 0.00], [-0.01, -0.10, -0.03], [-0.05, 0.05, -0.14], [0.08, 0.01, -0.09], [-0.07, -0.10, 0.03], [0.02, -0.02, 0.02], [0.12, -0.17, 0.11], [-0.02, -0.02, -0.10], [-0.03, 0.04, 0.12], [-0.01, 0.02, -0.02], [0.00, 0.01, 0.06], [-0.07, -0.08, 0.02], [0.01, 0.08, -0.03], [-0.04, -0.05, 0.08], [0.02, -0.09, 0.00], [0.08, -0.01, -0.06], [0.02, 0.10, -0.02], [0.00, 0.02, 0.08], [-0.02, -0.08, -0.06], [0.06, 0.01, -0.06], [-0.01, 0.00, 0.06], [0.02, 0.09, -0.05], [-0.10, 0.03, -0.06]], "mulliken_charge": [-1.04, -0.95, 0.14, -0.85, -0.98, 1.53, -0.60, -0.96, 0.57, -0.07, 0.63, -0.68, -1.12, 0.14, -0.47, -1.31, 0.07, 0.50, -0.44, -0.71, -0.43, -0.58, 0.49, -0.34, -1.08, -0.53, -1.28, -0.40, 0.30, 0.31, 0.38, 0.49, 0.38, 0.38, 0.40, 0.24, 0.37, 0.34, 0.25, 0.54, 0.21, 0.43, 0.36, 0.46, 0.38, 0.58, 0.38, 0.43, 0.37, 0.38, 0.43, 0.42, 0.32, 0.44, 0.26, 0.29, 0.26]}

Entry 2:
{"formula": "C22H29FeN5O2", "method": "ωB97M-V with the def2-TZVPD basis set", "charge": 1, "multiplicity": 6, "e_above_lowest_kcal_mol": 3.1, "homo_energy_ev": [-10.85, -10.76], "species": ["Fe", "O", "C", "C", "C", "C", "C", "C", "C", "N", "C", "C", "N", "C", "C", "C", "C", "C", "C", "C", "O", "H", "H", "H", "H", "H", "H", "H", "H", "H", "H", "H", "H", "H", "H", "C", "C", "N", "C", "C", "N", "C", "C", "N", "H", "H", "H", "H", "H", "H", "H", "H", "H", "H", "H", "H", "H", "H", "H"], "xyz": [[0.06058, -0.17713, -0.05201], [1.61483, 0.36777, 0.85322], [2.44373, 1.39036, 0.78184], [3.20966, 1.72878, 1.91037], [4.04633, 2.82160, 1.89403], [4.17593, 3.62140, 0.74805], [3.48282, 3.27003, -0.38013], [2.61402, 2.16050, -0.38467], [2.02338, 1.73767, -1.62302], [1.12022, 0.83544, -1.72598], [0.71350, 0.39533, -3.04511], [0.85192, -1.10473, -3.06580], [0.33692, -1.63558, -1.80126], [0.28357, -2.91584, -1.72973], [-0.07182, -3.70022, -0.58149], [-0.14930, -5.09791, -0.71694], [-0.43645, -5.89941, 0.35804], [-0.63995, -5.30224, 1.60903], [-0.55996, -3.93560, 1.76646], [-0.27487, -3.10671, 0.67207], [-0.21478, -1.80057, 0.84244], [3.11543, 1.10156, 2.78844], [4.62594, 3.05840, 2.77755], [4.82436, 4.48623, 0.75146], [3.59301, 3.84982, -1.29047], [2.41667, 2.19968, -2.53344], [1.30670, 0.84618, -3.84384], [-0.33249, 0.67480, -3.20561], [1.90581, -1.37611, -3.16641], [0.32207, -1.51642, -3.92835], [0.55431, -3.49645, -2.61781], [0.02197, -5.53923, -1.69287], [-0.49852, -6.97268, 0.24585], [-0.85539, -5.92314, 2.46991], [-0.70109, -3.46591, 2.73258], [-2.42102, 0.39550, 1.88082], [-2.84233, -0.56841, 0.77981], [-2.12689, -0.34023, -0.48198], [-2.63382, 0.72049, -1.36049], [-2.34814, 2.11059, -0.79774], [-0.99152, 2.22172, -0.23483], [-0.90839, 2.91724, 1.06137], [-0.54275, 1.95389, 2.19948], [-0.96866, 0.58863, 1.88032], [-2.77588, -0.00352, 2.83307], [-2.89856, 1.36761, 1.76271], [-3.92680, -0.51727, 0.64032], [-2.59043, -1.58016, 1.09219], [-2.14453, -1.21299, -0.99930], [-3.71130, 0.62035, -1.52395], [-2.14369, 0.59905, -2.32709], [-3.07040, 2.33336, -0.01480], [-2.51057, 2.84960, -1.58432], [-0.37996, 2.66550, -0.89990], [-1.85854, 3.41014, 1.27357], [-0.15500, 3.70339, 1.01386], [-0.99535, 2.30812, 3.13035], [0.53013, 1.93603, 2.34482], [-0.51466, -0.05829, 2.51527]], "forces_ev_per_a": [[-0.17, 0.44, -0.53], [0.55, 0.22, 0.17], [-0.17, -0.19, 0.21], [0.01, 0.02, 0.10], [0.03, 0.02, -0.07], [0.01, -0.04, 0.15], [-0.09, -0.07, -0.09], [0.04, 0.10, -0.10], [-0.01, -0.07, -0.03], [-0.26, 0.19, -0.02], [-0.06, 0.19, -0.06], [0.01, -0.17, -0.12], [-0.07, -0.06, 0.03], [0.00, -0.03, -0.08], [0.01, -0.12, -0.17], [0.01, 0.03, -0.08], [-0.04, -0.01, 0.12], [0.01, 0.01, -0.03], [-0.02, -0.01, 0.10], [-0.04, 0.41, 0.14], [0.12, -0.77, 0.59], [0.02, 0.04, -0.01], [-0.04, 0.02, 0.00], [0.02, -0.03, 0.00], [0.01, -0.04, 0.00], [0.00, 0.00, -0.01], [0.02, 0.07, 0.01], [0.05, -0.01, -0.02], [0.02, 0.05, 0.04], [-0.04, -0.09, 0.05], [-0.01, 0.00, 0.00], [0.01, 0.03, 0.01], [0.01, 0.02, 0.01], [-0.01, 0.01, -0.02], [0.00, -0.06, -0.01], [-0.01, 0.01, 0.01], [-0.18, -0.06, 0.10], [0.20, 0.03, -0.39], [-0.10, 0.07, 0.12], [0.12, -0.04, 0.05], [-0.02, -0.13, 0.00], [-0.01, -0.07, -0.07], [-0.18, -0.02, 0.08], [0.28, 0.04, 0.01], [0.01, 0.04, 0.05], [0.00, -0.05, -0.01], [-0.01, 0.02, -0.04], [-0.06, 0.01, -0.01], [0.01, 0.01, -0.03], [-0.03, 0.00, -0.05], [-0.03, -0.03, 0.02], [0.00, 0.04, -0.02], [-0.05, 0.01, -0.04], [0.06, 0.09, -0.07], [-0.01, 0.04, -0.02], [0.01, 0.00, -0.01], [-0.01, 0.02, 0.04], [0.11, -0.04, 0.02], [-0.04, -0.07, -0.05]], "lowdin_spin": [4.23, 0.16, 0.01, 0.01, 0.00, 0.01, 0.00, 0.01, 0.00, 0.07, 0.00, 0.00, 0.07, 0.01, 0.01, 0.00, 0.01, 0.00, 0.01, 0.01, 0.15, 0.00, 0.00, 0.00, 0.00, 0.00, 0.00, 0.00, 0.00, 0.00, 0.00, 0.00, 0.00, 0.00, 0.00, 0.00, 0.00, 0.05, 0.00, 0.00, 0.04, 0.00, 0.00, 0.07, 0.00, 0.00, 0.00, 0.00, 0.00, 0.00, 0.00, 0.00, 0.00, 0.00, 0.00, 0.00, 0.00, 0.00, 0.00]}